(1)
Formula: C6H9F
Source: the Open Molecules 2025 dataset
Level of theory: ωB97M-V with the def2-TZVPD basis set

```
16
Properties=species:S:1:pos:R:3:forces:R:3
H 2.022074 2.770105 0.742980 1.4562 1.0062 -0.1689
C 1.061672 2.388869 0.823155 -2.6674 4.4969 -0.0444
H -1.109680 -0.716494 -2.102838 1.5234 -0.0448 -0.4002
H -0.166578 -0.490723 2.260679 -0.3991 0.9718 -1.4048
C -0.236881 0.201361 1.341348 0.9461 -0.6067 -1.2690
C -0.694646 -1.002239 -0.159557 0.3466 0.0795 3.6011
H -1.680816 -2.677440 -0.838236 0.0010 -0.6279 -0.3797
H -1.512739 -2.511351 0.964580 -0.5617 -1.1328 2.4331
H -0.552408 0.672791 -1.349575 -0.3764 2.2669 0.3614
C 0.967226 1.015699 1.046723 -1.9813 -5.7015 0.9931
C -0.331620 -0.337079 -1.389338 -1.2451 -1.3058 -0.9918
C -1.263085 -2.206100 0.026357 0.9815 3.3028 -1.9102
H 0.230114 3.019868 1.191912 0.8359 -0.1443 -0.4146
H 1.839594 0.512260 0.791518 1.3529 -1.4320 -0.0611
F -1.301909 1.082428 1.388513 -0.2627 -0.6709 0.4034
H 0.735781 -0.402420 -1.560460 0.0502 -0.4573 -0.7474
```
Positions in Å, forces in eV/Å.

2S+1: 3
E_HOMO (spin up / spin down): -5.8 / -9.7 eV
Kohn-Sham gap (spin up / spin down): 6.839 / 7.493 eV
Net charge: 0

In the Mulliken picture, each atom carries the following charge in e:
1. H 0.391
2. C -0.982
3. H 0.350
4. H 0.302
5. C 0.172
6. C 0.554
7. H 0.277
8. H 0.348
9. H 0.363
10. C -0.375
11. C -1.142
12. C -0.980
13. H 0.316
14. H 0.444
15. F -0.298
16. H 0.259



(2)
Formula: C18H36O27S7
Source: the Open Molecules 2025 dataset
Level of theory: ωB97M-V with the def2-TZVPD basis set

```
88
Properties=species:S:1:pos:R:3:forces:R:3
H -8.556224 1.778591 -3.585454 0.0051 0.0089 0.0047
O 0.428233 0.153249 -4.599800 0.4987 0.3068 -0.0977
H 2.819354 1.600621 -7.762109 -0.1080 0.1099 0.1362
H 5.917498 -2.035715 -2.013467 -0.0131 -0.0023 0.0309
C -5.696235 -2.815709 -4.736969 0.0583 -0.2626 0.2128
S 2.995214 -0.913582 8.976612 -0.0682 -0.0042 0.0136
H 3.750307 -2.512912 -0.986458 0.0944 -0.0609 0.1648
H 3.232190 0.126536 2.208517 -0.3145 0.0733 -0.0777
O -7.146187 2.869631 -1.490974 -0.2653 -0.0065 -0.1236
H 3.534694 -0.733767 3.691771 -0.3090 -0.1664 0.0600
H -2.429455 1.195939 0.048986 -0.0088 -0.0043 -0.0053
C 4.649691 1.576953 4.225030 -0.2803 -0.3016 0.6462
H -5.639390 2.162363 -2.708340 -0.0008 -0.0095 -0.0591
C -1.763591 0.416834 -0.324114 -0.2158 0.1793 0.1494
C 3.138710 1.342527 3.984556 0.4632 1.0374 -0.4448
O 2.703731 -0.697173 -4.179357 0.0150 -0.0614 0.0884
O -4.756484 -2.618549 -8.076469 -0.0633 -0.0388 -0.0559
O -1.659088 -0.663393 -3.626538 -0.6298 -0.1091 0.0147
H 5.228948 0.829553 3.680761 0.0925 0.2747 -0.2869
C -6.670811 2.509038 -2.798071 0.4904 -0.1848 -0.1209
O -6.716757 1.039632 0.107532 -0.0460 -0.0602 0.0447
C 1.894353 -0.364872 -7.541609 -0.2183 0.1994 -0.1646
O 4.799653 -1.382489 0.404747 0.0603 -0.1571 -0.1297
H 2.839424 2.240945 2.087031 0.2410 0.4203 0.0008
H 4.678378 0.454161 6.089123 -0.0530 0.1030 0.0534
H 1.156598 1.086213 7.802906 -0.0262 -0.0223 -0.0346
O 5.978551 -0.120847 -1.248110 -0.1661 0.1326 -0.0549
C 2.831598 0.740415 -7.099781 0.2866 -0.1740 -0.0457
O -5.058513 -4.918209 -7.229839 0.0602 -0.0110 -0.0635
H -4.087242 -1.421691 -5.159883 0.0072 0.0070 0.0364
H -0.048417 0.592583 9.014611 0.0882 -0.0302 0.1888
O 4.145391 -0.249745 8.475447 0.0528 -0.0824 0.0225
H -3.668044 -2.658674 -3.955145 0.1424 -0.1484 -0.1157
H 0.253608 -1.771065 8.463537 0.0078 0.0287 0.0326
S 0.375637 0.605380 3.515144 -1.1298 -0.1038 -0.2405
H 2.649081 1.358383 4.963242 -0.1070 -0.3000 -0.0316
O 1.541893 -0.442576 3.332500 0.1627 0.5849 -0.3281
H 0.587071 2.843755 3.976831 -0.1527 -0.2059 0.0501
O -3.762081 -3.307543 -5.926436 -0.0794 -0.1824 0.1505
C -4.229243 -2.462465 -4.863299 -0.0724 0.3937 0.0067
S -2.373504 0.167308 -2.728687 0.1384 -0.0381 0.3436
H 4.507070 2.205756 6.309273 -0.0062 -0.0497 0.0408
H 3.855429 0.378996 -6.986909 -0.0047 -0.0126 -0.0287
S 1.726379 -0.156837 -5.063415 0.0789 -0.0202 -0.0679
C 2.909859 0.043592 3.247649 0.8110 -0.5816 0.8688
O 7.125997 -0.764116 0.833526 -0.0176 0.0917 0.1548
S 5.909485 -0.238042 0.332844 -0.0922 -0.0986 -0.0274
O 2.334375 1.117672 -5.807029 -0.1527 0.0453 -0.1074
O -0.624885 0.274339 2.542100 0.1176 -0.1099 -0.2919
C 0.872218 0.308525 8.513615 0.0323 0.1946 -0.3016
O -7.817486 0.635784 -2.036789 0.1802 -0.0384 -0.0221
H -5.841891 -3.749210 -4.190874 0.0167 0.0053 0.0103
O 5.361036 0.968705 0.851581 0.1088 0.0264 0.0275
O 3.108301 -1.923579 9.965754 0.0730 0.0463 0.0475
O -1.357120 0.764073 -1.667063 0.0453 -0.2178 0.0400
C 5.242342 -1.190428 -1.870388 0.0977 -0.3451 -0.0755
O -0.055232 0.585184 4.879641 0.4096 -0.0171 0.4721
C -2.489042 -0.899371 -0.486426 0.2902 -0.2236 0.0577
O 1.927865 0.161583 9.478035 -0.1118 -0.1270 0.0665
C -7.596609 1.394897 -3.234599 -0.2665 0.2231 -0.1168
H -0.896387 0.341244 0.320498 0.1037 0.0251 -0.1455
H 0.332514 -0.994126 6.860379 0.2162 -0.0120 -0.1009
O 2.159046 -1.459920 7.734802 0.0268 0.1855 -0.1433
H -6.710315 3.368622 -3.460397 -0.1048 0.1405 0.1816
C 0.786540 -1.045637 7.846127 -0.3237 -0.1586 0.1159
H 4.854126 -0.861118 -2.826803 -0.0060 0.2072 -0.0201
H -1.792734 -1.732572 -0.596529 0.0162 0.0136 0.0178
H 3.333771 -0.784385 -0.929043 0.0039 -0.0023 -0.0415
H 2.333942 -1.019045 -8.288723 0.0149 -0.1487 0.1328
H 6.069888 1.493990 5.869559 -0.0263 0.0974 0.0327
O 1.641737 -1.106773 -6.338775 0.2168 -0.0625 -0.0121
O -3.213472 -0.747291 -1.722963 -0.1488 0.1950 0.1011
C 4.147835 -1.509059 -0.876056 -0.2134 0.2344 -0.0831
H 0.475668 2.619931 2.251219 -0.0188 -0.3518 -0.1275
H 4.923440 2.581437 3.904595 0.1212 -0.1116 -0.2942
O -3.227479 1.204142 -3.196810 -0.1584 -0.1038 -0.2303
H -3.179164 -1.104716 0.325646 -0.1768 0.0622 -0.1277
S -7.713438 1.577254 -0.748536 0.0676 0.0053 -0.0312
H -6.281827 -2.028596 -4.270091 -0.0820 0.0411 -0.1610
C 0.974004 2.252426 3.145276 0.5796 0.8479 0.3510
C 2.508458 2.437706 3.108563 -0.4795 -1.0461 -0.0445
H 0.946600 0.028997 -7.911249 0.0123 0.0258 -0.0007
O -9.011912 1.872613 -0.264119 0.0238 0.0323 0.0818
H 2.790078 3.439582 3.421649 -0.0921 0.0625 -0.0478
H -7.158694 0.760687 -4.000315 0.0405 -0.1425 0.1341
O -6.130099 -3.006740 -6.091829 0.0321 0.1891 -0.0041
S -4.920990 -3.526404 -6.998182 0.0243 0.0430 0.0232
C 4.992238 1.430599 5.713610 0.0838 -0.1912 -0.2745
```
Positions in Å, forces in eV/Å.

Structure (SMILES): CC[C@H]1CCS(=O)(=O)OC1.O=S1(=O)OCCO1.O=S1(=O)OCCO1.O=S1(=O)OCCO1.O=S1(=O)OCCO1.O=S1(=O)OCCO1.O=S1(=O)OCCO1
E_HOMO: -11.1 eV
Kohn-Sham gap: 11.245 eV
Net charge: 0

In the Mulliken picture, each atom carries the following charge in e:
1. H 0.293
2. O -0.357
3. H 0.313
4. H 0.302
5. C -0.138
6. S 1.093
7. H 0.398
8. H 0.203
9. O -0.323
10. H 0.438
11. H 0.223
12. C -0.510
13. H 0.142
14. C -0.092
15. C 0.829
16. O -0.491
17. O -0.550
18. O -0.422
19. H 0.154
20. C -0.092
21. O -0.511
22. C -0.300
23. O -0.320
24. H 0.242
25. H 0.302
26. H 0.193
27. O -0.334
28. C -0.345
29. O -0.538
30. H 0.218
31. H 0.344
32. O -0.504
33. H 0.183
34. H 0.305
35. S 1.202
36. H 0.137
37. O -0.398
38. H 0.349
39. O -0.318
40. C -0.096
41. S 1.105
42. H 0.319
43. H 0.276
44. S 0.911
45. C -0.695
46. O -0.569
47. S 1.103
48. O -0.326
49. O -0.556
50. C -0.211
51. O -0.295
52. H 0.320
53. O -0.494
54. O -0.569
55. O -0.228
56. C -0.222
57. O -0.679
58. C -0.407
59. O -0.347
60. C -0.298
61. H 0.077
62. H 0.227
63. O -0.298
64. H 0.305
65. C -0.231
66. H 0.197
67. H 0.295
68. H 0.238
69. H 0.307
70. H 0.497
71. O -0.322
72. O -0.308
73. C -0.276
74. H 0.470
75. H 0.372
76. O -0.592
77. H 0.366
78. S 1.095
79. H 0.136
80. C -0.793
81. C -0.898
82. H 0.282
83. O -0.546
84. H 0.496
85. H 0.256
86. O -0.331
87. S 1.111
88. C -1.495



(3)
Formula: C3H6O3
Source: the Open Molecules 2025 dataset
Level of theory: ωB97M-V with the def2-TZVPD basis set

```
12
Properties=species:S:1:pos:R:3:forces:R:3
H 0.670267 1.928600 0.924965 0.4010 0.3346 -0.4060
H -0.545418 3.323289 0.871678 -0.4480 -0.3204 0.4578
C -0.989798 1.660130 -0.329223 -0.2094 0.9213 -0.5247
H 0.484960 -2.652507 1.402621 0.2119 0.2827 0.2585
H -1.048720 0.626275 -1.931665 0.0012 -0.2565 0.1483
H 0.978700 -0.166034 0.166788 -0.1884 -0.0573 -0.0565
O -0.530629 0.639275 -1.120731 0.0118 -0.0887 0.6261
C -0.245736 2.344906 0.528439 0.1741 -0.5428 0.1507
H -2.026151 1.939175 -0.489448 0.0594 0.1959 -0.3819
C 0.580684 -1.943498 0.570916 -0.5852 -0.4566 -0.0917
O 0.326097 -2.277113 -0.551590 0.2710 0.1693 -0.1231
O 0.926568 -0.716838 0.967941 0.3006 -0.1813 -0.0575
```
Positions in Å, forces in eV/Å.

Structure (SMILES): C=CO.O=CO
E_HOMO: -9.3 eV
Kohn-Sham gap: 10.075 eV
Net charge: 0

In the Mulliken picture, each atom carries the following charge in e:
1. H 0.157
2. H 0.254
3. C 0.272
4. H 0.344
5. H 0.323
6. H 0.320
7. O -0.501
8. C -0.780
9. H 0.304
10. C 0.166
11. O -0.470
12. O -0.389



(4)
Formula: C10H16
Source: the Open Molecules 2025 dataset
Level of theory: ωB97M-V with the def2-TZVPD basis set

```
26
Properties=species:S:1:pos:R:3:forces:R:3
C -0.379232 -2.170044 1.559883 1.0779 -1.7406 -1.0738
H -0.744473 -0.898805 -4.185962 0.3399 -3.6075 -0.1348
H 1.465307 -1.076694 -1.261123 -1.3265 -0.9899 1.0708
H 1.271526 0.249617 -3.650786 -0.5832 0.7799 0.6551
H -1.173185 0.296368 -2.879763 0.2450 -0.8549 -0.8063
H 1.001279 1.098310 -5.015458 -0.7465 -0.9477 -2.0130
C 0.465080 0.121762 0.211223 0.3787 1.8511 -0.4424
C -0.127787 0.280921 1.413259 -3.6888 -1.1784 1.0603
H -1.718115 0.423445 -4.635151 1.5411 -0.2714 1.2882
H 1.535242 2.032993 2.699320 3.9208 -3.3055 2.1997
C 0.452155 0.825384 -4.134273 1.3474 -0.0372 0.6797
H 0.961298 2.868978 1.533670 0.8822 1.7851 -3.6074
C -0.848368 0.065328 -3.922847 -2.0870 4.6407 -1.0579
H 0.741756 1.089896 -0.231282 0.1469 -0.5305 -0.5877
C -0.668056 1.597771 2.067664 3.2548 -0.3529 -2.2361
C -0.606035 -0.880605 2.076533 -0.5787 0.5503 1.9278
C 0.674628 -1.167698 -0.431080 1.8208 2.2191 -1.3553
C 0.680545 2.308007 2.314403 -6.2565 3.7704 1.9690
H 0.382303 3.135435 3.011157 0.3660 -0.0059 -0.0216
H -1.200766 1.496404 2.974661 -0.3583 -0.8937 0.9869
H 0.368647 1.855150 -3.832860 -0.0428 0.2877 1.4510
C 0.296580 -2.256799 0.311339 -1.1729 -2.4219 1.8686
H -0.627793 -3.153814 2.117373 0.2839 1.8602 -0.9702
H -1.323926 2.287180 1.455374 0.8896 -0.9394 0.0950
H 0.423193 -3.307074 0.002628 0.2887 0.5449 -0.3676
H -0.999362 -0.741572 3.101568 0.0579 -0.2121 -0.5780
```
Positions in Å, forces in eV/Å.

2S+1: 2
E_HOMO (spin up / spin down): 0.9 / -3.5 eV
Kohn-Sham gap (spin up / spin down): 2.703 / 7.011 eV
Net charge: -1

In the Mulliken picture, each atom carries the following charge in e:
1. C -0.599
2. H 0.319
3. H 0.033
4. H 0.180
5. H 0.184
6. H 0.417
7. C -0.021
8. C 0.624
9. H 0.263
10. H 0.575
11. C -0.909
12. H 0.439
13. C -0.770
14. H 0.171
15. C -0.548
16. C -0.511
17. C -0.990
18. C -1.568
19. H 0.348
20. H 0.356
21. H 0.290
22. C -0.057
23. H 0.189
24. H 0.206
25. H 0.258
26. H 0.122



Q: What is the formula in the first record?
A: C6H9F